w:
Here is 2 unconnected molecules or ions with the total composition C4H8O from OMol25. Energies are from ωB97M-V/def2-TZVPD.

Values from the calculation:
- Total charge: -1
- Frontier orbital gap (alpha / beta): 3.164 / 6.781 eV
- HOMO (alpha / beta): 0.86 / -2.90 eV
- E_LUMO (alpha / beta): 0.1481 / 0.1427 Eh
- Multiplicity: 2

Bonds (Å) are listed after each position.
Positions of all 13 atoms, in Å:
1 C -2.47387 0.39337 -1.03173  C2 1.328, H3 1.073, H4 1.078
2 C -1.82117 0.42953 -2.18763  C1 1.328, H5 1.065, H6 1.079
3 H -2.93549 1.29452 -0.67782  C1 1.073
4 H -2.43984 -0.52835 -0.47426  C1 1.078
5 H -1.52189 1.36122 -2.60911  C2 1.065
6 H -1.53646 -0.44547 -2.75023  C2 1.079
7 O 2.88044 0.09174 -0.12599  C8 1.277
8 C 1.83290 -0.13298 0.56865  O7 1.277, C9 1.490, H10 1.097
9 C 1.79525 -0.44898 2.02416  C8 1.490, H11 1.129, H12 1.092, H13 1.087
10 H 0.91477 -0.32659 -0.00055  C8 1.097
11 H 2.14372 -1.50295 2.22889  C9 1.129
12 H 0.75826 -0.34877 2.35043  C9 1.092
13 H 2.40336 0.16372 2.68519  C9 1.087

x:
Here is 2 unconnected molecules or ions with the total composition C4H8O from OMol25. Energies are from ωB97M-V/def2-TZVPD.

Values from the calculation:
- Total charge: -1
- Frontier orbital gap (alpha / beta): 1.606 / 4.640 eV
- HOMO (alpha / beta): 1.12 / -1.91 eV
- E_LUMO (alpha / beta): 0.1000 / 0.1004 Eh
- Multiplicity: 2

Bonds (Å) are listed after each position.
Positions of all 13 atoms, in Å:
1 C -3.27845 -4.23267 2.07548  C2 1.403, H3 1.095, H4 1.088
2 C -3.73123 -3.06804 1.43696  C1 1.403, H5 1.108, H6 1.082
3 H -3.91550 -5.12340 2.05586  C1 1.095
4 H -2.33106 -4.29092 2.60727  C1 1.088
5 H -4.11725 -3.07414 0.39813  C2 1.108
6 H -3.60700 -2.08373 1.86884  C2 1.082
7 C 3.33920 1.78203 -1.47676  C8 1.306, H10 1.119, H11 1.084
8 C 2.19783 2.40940 -1.57300  C7 1.306, O9 1.388, H12 1.074
9 O 1.55823 2.94842 -0.46532  C8 1.388, H13 0.963
10 H 3.83525 1.54032 -2.45005  C7 1.119
11 H 3.83442 1.81881 -0.51346  C7 1.084
12 H 1.74531 2.84361 -2.44505  C8 1.074
13 H 0.84308 3.48753 -0.81865  O9 0.963

The structure with the most favorable energy is w; the runner-up is 37.3 kcal/mol above it.

w:
Here is a single C8H10N2 molecule from OMol25. Energies are from ωB97M-V/def2-TZVPD.

Values from the calculation:
- Total charge: 0
- Frontier orbital gap (alpha / beta): 8.774 / 6.411 eV
- HOMO (alpha / beta): -9.28 / -8.54 eV
- E_LUMO (alpha / beta): -0.0188 / -0.0784 Eh
- Multiplicity: 1

Bonds (Å) are listed after each position.
Positions of all 20 atoms, in Å:
1 C 0.12397 0.79378 -1.94546  C4 1.374, N9 1.155
2 C -1.74237 -0.60997 -1.76589  C4 1.342, N10 1.171
3 C -0.45468 0.79906 1.00185  C5 1.538, C6 1.465, H11 1.052
4 C -0.55199 -0.20952 -1.29301  C1 1.374, C2 1.342, C5 1.548
5 C -0.08810 -0.43902 0.16593  C3 1.538, C4 1.548, C7 1.559, C8 1.488
6 C 0.52552 1.87833 0.86297  C3 1.465, H12 1.105, H13 1.112, H14 1.052
7 C 1.45644 -0.59783 0.03061  C5 1.559, H15 1.004, H16 1.034, H17 1.038
8 C -0.67092 -1.64473 0.81555  C5 1.488, H18 1.064, H19 1.079, H20 1.050
9 N 0.75554 1.74834 -2.10330  C1 1.155
10 N -2.62330 -1.17537 -2.29089  C2 1.171
11 H -1.49042 0.93034 1.12717  C3 1.052
12 H 0.25214 2.69221 1.55881  C6 1.105
13 H 0.22101 2.46067 -0.03459  C6 1.112
14 H 1.51748 1.55107 0.98953  C6 1.052
15 H 1.94955 -0.97471 0.81996  C7 1.004
16 H 2.05979 0.19733 -0.23902  C7 1.034
17 H 1.56501 -1.35443 -0.67181  C7 1.038
18 H -0.82644 -2.48867 0.18699  C8 1.064
19 H -1.72132 -1.59132 1.05857  C8 1.079
20 H -0.25692 -1.96554 1.72603  C8 1.050

x:
Here is a single C8H10N2 molecule from OMol25. Energies are from ωB97M-V/def2-TZVPD.

Values from the calculation:
- Total charge: 0
- Frontier orbital gap: 9.175 eV
- HOMO: -8.40 eV
- E_LUMO: 0.0286 Eh
- Multiplicity: 1

Bonds (Å) are listed after each position.
Positions of all 20 atoms, in Å:
1 C 1.31093 -0.39918 1.44099  C8 1.433, N9 1.149
2 C -1.53313 2.06792 -0.98640  C3 1.438, C4 1.376, H11 1.085
3 C -1.24117 0.66034 -1.02731  C2 1.438, C5 1.374, H12 1.036
4 C -0.57523 2.72916 -0.25228  C2 1.376, N10 1.370, H13 1.057
5 C -0.16543 0.56598 -0.17762  C3 1.374, C8 1.879, N10 1.335
6 C 1.43686 -1.58008 -0.73379  C8 1.516, H14 1.056, H15 1.035, H16 1.007
7 C -0.64081 -1.80188 0.89104  C8 1.509, H17 1.111, H18 1.020, H19 1.135
8 C 0.57807 -1.05924 0.40208  C1 1.433, C5 1.879, C6 1.516, C7 1.509
9 N 1.90705 0.21729 2.20551  C1 1.149
10 N 0.15154 1.74401 0.36356  C4 1.370, C5 1.335, H20 1.002
11 H -2.06358 2.60944 -1.76233  C2 1.085
12 H -1.81433 -0.08032 -1.46912  C3 1.036
13 H -0.13802 3.68811 -0.17117  C4 1.057
14 H 0.74241 -2.15731 -1.28124  C6 1.056
15 H 2.16911 -2.28281 -0.52863  C6 1.035
16 H 1.81593 -0.80294 -1.24983  C6 1.007
17 H -1.29399 -2.27713 0.12798  C7 1.111
18 H -0.19418 -2.52581 1.45307  C7 1.020
19 H -1.22280 -1.14302 1.60924  C7 1.135
20 H 0.77078 1.82747 1.14624  N10 1.002

The structure with the most favorable energy is x; the runner-up is 53.6 kcal/mol above it.

w:
Here is a gas-phase ion, C8H14N3O (charge +1) from OMol25. Energies are from ωB97M-V/def2-TZVPD.

Values from the calculation:
- Total charge: +1
- Frontier orbital gap (alpha / beta): 8.318 / 8.114 eV
- HOMO (alpha / beta): -13.10 / -12.81 eV
- E_LUMO (alpha / beta): -0.1756 / -0.1724 Eh
- Multiplicity: 1

Bonds (Å) are listed after each position.
Positions of all 26 atoms, in Å:
1 C -2.48628 0.01262 -0.43792  N9 1.367, N10 1.367, O12 1.216
2 C -0.21286 -1.28759 1.11225  C3 1.598, C6 1.496, H13 1.013, H14 1.005
3 C -1.20183 -2.06994 0.12989  C2 1.598, N9 1.467, H15 1.109, H16 1.121
4 C 0.72255 1.62596 -0.77479  C5 1.576, N11 1.480, H17 1.044, H18 1.039
5 C -0.51643 1.31513 0.14867  C4 1.576, C6 1.602, C7 1.559, N10 1.454
6 C 0.29541 -0.02153 0.49797  C2 1.496, C5 1.602, N11 1.440
7 C -0.93843 2.25886 1.31549  C5 1.559, H19 1.108, H20 1.043, H21 1.033
8 C 1.80649 -0.48851 -1.57852  N11 1.535, H22 1.105, H23 1.118, H24 1.053
9 N -2.43529 -1.31566 -0.12087  C1 1.367, C3 1.467, H25 0.987
10 N -1.35722 0.66770 -0.84489  C1 1.367, C5 1.454
11 N 1.37660 0.35978 -0.37412  C4 1.480, C6 1.440, C8 1.535, H26 1.012
12 O -3.51315 0.65668 -0.33674  C1 1.216
13 H -0.70265 -1.14948 1.98818  C2 1.013
14 H 0.54040 -1.94072 1.24201  C2 1.005
15 H -0.88405 -2.39623 -0.88082  C3 1.109
16 H -1.34742 -3.10637 0.53039  C3 1.121
17 H 0.36971 1.63873 -1.75742  C4 1.044
18 H 1.27170 2.49448 -0.62051  C4 1.039
19 H -1.69808 1.66794 1.86499  C7 1.108
20 H -1.33557 3.08250 0.81420  C7 1.043
21 H -0.13423 2.65794 1.82594  C7 1.033
22 H 1.58333 0.08464 -2.49693  C8 1.105
23 H 2.89928 -0.72663 -1.57686  C8 1.118
24 H 1.21912 -1.35621 -1.47781  C8 1.053
25 H -3.37596 -1.56949 0.03926  N9 0.987
26 H 2.29545 0.35674 0.04976  N11 1.012

x:
Here is a gas-phase ion, C8H14N3O (charge +1) from OMol25. Energies are from ωB97M-V/def2-TZVPD.

Values from the calculation:
- Total charge: +1
- Frontier orbital gap: 9.558 eV
- HOMO: -13.51 eV
- E_LUMO: -0.1451 Eh
- Multiplicity: 1

Bonds (Å) are listed after each position.
Positions of all 26 atoms, in Å:
1 C -0.54970 -3.34432 -2.23574  C2 1.634, H13 1.141, H14 1.140, H15 1.152
2 C -0.76920 -2.07875 -1.22583  C1 1.634, O3 1.456, H16 1.153, H17 1.150
3 O 0.43045 -1.98726 -0.40621  C2 1.456, C4 1.450
4 C 1.33240 -1.01892 -1.00010  O3 1.450, N5 1.498, H18 1.144, H19 1.140
5 N 0.82960 0.33524 -0.60451  C4 1.498, C6 1.439, C12 1.438
6 C 0.22493 1.40403 -1.35543  N5 1.439, C7 1.540, H20 1.133
7 C -0.11914 2.52786 -0.35985  C6 1.540, N8 1.444, H21 1.134
8 N 0.33863 1.94013 0.87662  C7 1.444, C9 1.505, C12 1.455
9 C 0.28923 2.45344 2.29005  N8 1.505, C10 1.627, H22 1.138, H23 1.154
10 C -0.55460 1.35027 3.13719  C9 1.627, N11 1.326, H24 1.137
11 N -1.79571 1.07097 2.76265  C10 1.326, H25 1.045
12 C 0.93095 0.61312 0.80230  N5 1.438, N8 1.455, H26 1.136
13 H -0.13493 -2.96612 -3.22880  C1 1.141
14 H -1.52443 -3.92717 -2.33131  C1 1.140
15 H 0.20784 -4.03766 -1.71424  C1 1.152
16 H -1.71872 -2.24397 -0.59337  C2 1.153
17 H -0.94710 -1.13879 -1.86457  C2 1.150
18 H 2.36167 -1.21369 -0.54040  C4 1.144
19 H 1.38929 -1.08063 -2.13654  C4 1.140
20 H 0.01824 1.39451 -2.46984  C6 1.133
21 H -0.60335 3.54463 -0.49007  C7 1.134
22 H -0.15036 3.50095 2.36172  C9 1.138
23 H 1.36109 2.49905 2.71654  C9 1.154
24 H -0.13600 0.76851 4.02015  C10 1.137
25 H -2.03500 1.65161 1.92705  N11 1.045
26 H 1.32394 -0.01702 1.66252  C12 1.136

y:
Here is 2 unconnected molecules or ions with the total composition C8H14N3O from OMol25. Energies are from ωB97M-V/def2-TZVPD.

Values from the calculation:
- Total charge: +1
- Frontier orbital gap: 10.083 eV
- HOMO: -13.72 eV
- E_LUMO: -0.1337 Eh
- Multiplicity: 1

Bonds (Å) are listed after each position.
Positions of all 26 atoms, in Å:
1 C -1.90013 -1.58429 0.03924  C2 1.469, C4 1.515, C5 1.302
2 C -0.62226 -0.87704 0.19314  C1 1.469, C4 1.481, N10 1.239
3 C -2.02131 1.65263 -0.78036  N9 1.182, O12 1.148
4 C -0.64878 -2.33595 0.44592  C1 1.515, C2 1.481, H13 1.070, H14 1.091
5 C -3.19311 -1.54872 0.18765  C1 1.302, H15 1.003, H16 1.061
6 C 1.28253 2.01581 0.44117  N11 1.466, H17 1.103, H18 1.031, H19 1.062
7 C 1.88167 0.40019 -1.14300  N11 1.465, H20 1.121, H21 1.049, H22 1.121
8 C 2.09753 -0.28074 1.17494  N11 1.519, H23 1.017, H24 1.109, H25 1.068
9 N -2.08908 0.83681 -1.63367  C3 1.182, H26 0.995
10 N -0.04591 0.21136 0.05859  C2 1.239, N11 1.408
11 N 1.30894 0.57135 0.19485  C6 1.466, C7 1.465, C8 1.519, N10 1.408
12 O -1.79577 2.57098 -0.13001  C3 1.148
13 H -0.55590 -2.42355 1.50781  C4 1.070
14 H -0.20959 -3.04490 -0.25681  C4 1.091
15 H -3.71550 -2.35988 0.46104  C5 1.003
16 H -3.71157 -0.62357 0.21931  C5 1.061
17 H 1.64630 2.24188 1.45713  C6 1.103
18 H 1.86542 2.56218 -0.20986  C6 1.031
19 H 0.33080 2.35481 0.11395  C6 1.062
20 H 1.29747 0.71337 -2.04649  C7 1.121
21 H 2.86354 0.74759 -1.26722  C7 1.049
22 H 1.94210 -0.69777 -1.36294  C7 1.121
23 H 1.92465 -1.24563 0.90366  C8 1.017
24 H 3.18248 -0.04908 1.18777  C8 1.109
25 H 1.79350 -0.17505 2.19344  C8 1.068
26 H -2.90802 0.36722 -1.94926  N9 0.995

The structure with the most favorable energy is x; the runner-up is 24.0 kcal/mol above it.